# 1
Entry from the OMol25 dataset: a cluster of 2 separate species, C5H13N2O2 in total (ωB97M-V/def2-TZVPD).

The geometry in XYZ format:
```
22
Properties=species:S:1:pos:R:3:forces:R:3:lowdin_charge:R:1
C 1.03502 2.86167 1.46536 -0.392 0.573 0.589 -0.3419
C 1.88279 -0.57804 -1.48299 -0.292 2.109 1.456 -0.0219
C -1.14232 0.28792 1.73081 0.234 -0.710 2.170 -0.0914
C -2.34003 0.55145 -0.45433 2.685 -2.985 2.205 0.0316
C 0.62651 -0.83281 -0.63509 -0.045 0.394 -1.613 -0.1271
N 1.58686 2.08968 0.72710 2.235 -2.042 -1.936 0.1817
N -1.13875 0.82573 0.45586 -1.198 1.820 -4.351 -0.1428
O 0.35005 3.53371 2.09725 0.131 0.192 0.197 0.2422
O -0.00253 0.49457 -0.51053 -0.418 -0.310 1.233 -0.0936
H 1.74453 0.37228 -2.03326 0.007 -0.733 -0.291 0.1037
H 2.78788 -0.38925 -0.84747 -0.805 -0.556 -0.424 0.0998
H 2.02591 -1.39167 -2.11341 0.567 -1.207 -1.300 0.0665
H -1.82137 -0.53079 1.90642 -0.936 -0.327 -0.335 0.0904
H -0.21781 -0.24003 1.93702 0.625 0.683 0.487 0.0998
H -1.41338 1.12361 2.43635 0.728 -0.955 -0.393 0.1321
H -2.02172 0.85488 -1.43414 -0.364 -0.274 -0.437 0.0939
H -2.54164 -0.56717 -0.21900 -0.131 1.619 -1.357 0.1264
H -3.13560 1.10095 -0.08919 -1.605 1.246 0.662 0.0684
H 0.94977 -1.18072 0.27793 0.362 -0.542 2.443 0.0882
H -0.13228 -1.54467 -0.99223 0.323 0.597 -0.409 0.1484
H 0.68765 1.19535 -0.21749 -0.191 -0.074 0.261 0.0823
H 2.53648 1.69397 0.48383 -1.521 1.482 1.141 0.1634
```
Forces are in eV/Å.

The calculation puts the HOMO-LUMO gap at 11.258 eV. The total charge is +1. The strongest force on any atom is 0.0946 Eh/bohr. The highest occupied orbital energy comes out at -0.517 Ha.

---

# 2
Entry from the OMol25 dataset: the ion C5H13N2O2 with charge +1 (ωB97M-V/def2-TZVPD).

The geometry in XYZ format:
```
22
Properties=species:S:1:pos:R:3:forces:R:3:lowdin_charge:R:1
C -2.33630 1.10370 -0.72530 0.583 0.752 -0.032 -0.0071
N -1.84393 0.76463 0.61111 2.930 -0.210 0.539 -0.0119
C -0.99847 -0.53922 0.65402 -2.419 -1.352 3.490 -0.1063
C -0.07933 -0.87405 -0.45477 1.180 1.583 -1.687 -0.1408
N 1.33006 -0.54606 -0.16877 0.066 2.486 0.164 -0.1162
C 2.25762 -1.62186 0.09370 -1.362 -2.025 0.416 -0.0367
C 1.62961 0.81863 -0.07044 -3.158 -2.395 -0.030 -0.6089
O 0.71032 1.61819 -0.02273 -1.022 0.840 -0.169 0.0541
O 2.84737 1.16018 -0.02667 3.558 2.306 -0.344 0.1849
H -2.99249 0.32787 -1.08477 -0.110 -0.311 -0.145 0.1091
H -2.90895 2.02209 -0.56322 0.310 0.018 -0.752 0.1191
H -1.39786 1.18607 -1.32899 -1.445 0.623 0.193 0.0982
H -2.54787 0.83291 1.33084 -0.449 -0.713 0.208 0.1742
H -1.12092 1.43751 0.91044 -0.186 0.414 -0.654 0.1477
H -1.82033 -1.27730 0.71089 0.521 -0.064 -0.182 0.1351
H -0.50830 -0.60130 1.69422 -0.597 0.404 -1.635 0.1739
H -0.00946 -1.95938 -0.63783 -0.831 0.550 -0.162 0.1416
H -0.48825 -0.24236 -1.35459 1.330 -1.942 1.108 0.1457
H 1.68509 -2.38636 0.79747 1.310 1.212 -1.586 0.1335
H 2.51341 -2.07734 -0.89366 0.185 -0.102 1.071 0.1091
H 3.12809 -1.32255 0.66607 0.088 0.301 -0.281 0.0895
H 2.95090 2.17601 -0.13701 -0.481 -2.375 0.472 0.2121
```
Forces are in eV/Å.

The calculation puts the HOMO-LUMO gap at 10.170 eV. The total charge is +1. The strongest force on any atom is 0.0867 Eh/bohr. The highest occupied orbital energy comes out at -0.482 Ha. As for the SMILES: C[NH2+]CCN(C)C(=O)O.